{
  "formula": "C29H27BF6N2",
  "method": "the ωB97M-V functional and the def2-TZVPD basis",
  "symbols": ["F", "C", "F", "F", "C", "N", "C", "C", "C", "C", "C", "C", "C", "C", "C", "C", "C", "C", "C", "C", "C", "N", "C", "C", "F", "F", "F", "C", "C", "C", "C", "C", "C", "C", "C", "C", "C", "H", "H", "H", "H", "H", "H", "H", "H", "H", "H", "H", "H", "H", "H", "H", "H", "H", "H", "H", "H", "H", "H", "H", "H", "B", "H", "H", "H"],
  "positions_angstrom": [[-1.7622, 6.4745, -1.8474], [-1.2706, 5.4550, -2.5869], [-2.2785, 4.5525, -2.7987], [-0.9313, 5.9463, -3.8340], [-0.0266, 4.8567, -1.9833], [0.3654, 3.7572, -2.8400], [1.3800, 4.0076, -3.7847], [2.5113, 4.7370, -3.3771], [3.4940, 5.0697, -4.3005], [3.3240, 4.7435, -5.6438], [2.1854, 4.0566, -6.0711], [1.2318, 3.6502, -5.1398], [-0.1732, 2.5350, -2.5390], [0.2349, 1.4061, -3.2751], [-0.1943, 0.1580, -2.9226], [-0.9928, -0.0336, -1.7932], [-1.5170, -1.4177, -1.4164], [-1.2746, -1.8852, 0.0061], [-2.3144, -2.6315, 0.5868], [-2.2184, -3.0471, 1.8954], [-1.0696, -2.7292, 2.6664], [-0.9325, -3.1974, 3.9460], [-2.0592, -3.9352, 4.5091], [-2.9780, -2.9415, 5.1556], [-4.0655, -3.5142, 5.7337], [-2.2764, -2.2739, 6.1438], [-3.4205, -1.9715, 4.2919], [0.2139, -3.0482, 4.7434], [0.8050, -1.7900, 4.9492], [1.9009, -1.6711, 5.7883], [2.4314, -2.8019, 6.4022], [1.8585, -4.0519, 6.1970], [0.7172, -4.1739, 5.4199], [-0.0006, -2.0376, 2.0400], [-0.1142, -1.6034, 0.7343], [-1.4460, 1.0870, -1.0639], [-1.0194, 2.3391, -1.4238], [0.7159, 5.6490, -2.0354], [-0.1692, 4.4911, -0.9736], [2.6177, 5.0098, -2.3172], [4.3791, 5.6038, -3.9489], [4.1029, 5.0027, -6.3810], [2.0093, 3.8374, -7.1255], [0.3548, 3.0514, -5.4271], [0.9375, 1.5279, -4.1039], [0.1157, -0.7201, -3.5120], [-2.5882, -1.4222, -1.5380], [-3.2102, -2.9375, 0.0288], [-3.0100, -3.6631, 2.3082], [-2.5764, -4.5054, 3.7394], [-1.7214, -4.5759, 5.3261], [0.3737, -0.9250, 4.4161], [2.3228, -0.6772, 5.9489], [3.3321, -2.6977, 7.0343], [2.2832, -4.9470, 6.6491], [0.2208, -5.1434, 5.2744], [0.9176, -1.8398, 2.5695], [0.7082, -1.0738, 0.2322], [-2.1054, 1.0439, -0.1896], [-1.2612, 3.1983, -0.7848], [-1.1079, -2.1391, -2.0722], [1.0874, -3.8925, -4.0142], [0.0587, -3.8378, -4.6931], [1.8337, -2.8654, -3.9644], [1.0611, -4.6280, -3.0138]],
  "energy_ha": -1854.78240,
  "homo_lumo_gap_ev": 7.03,
  "homo_ev": -7.43,
  "de_lowest_kj_mol": 0.0
}